{
  "formula": "C36H99N9O9",
  "method": "the ωB97M-V functional and the def2-TZVPD basis",
  "smiles": "COC[C@H](C)N.COC[C@H](C)N.COC[C@H](C)N.COC[C@H](C)N.COC[C@H](C)N.COC[C@H](C)N.COC[C@H](C)N.COC[C@H](C)N.COC[C@H](C)N",
  "de_lowest_ev": 7.507,
  "lumo_ev": 0.40,
  "max_force_ev_per_a": 3.323,
  "gap_ev": 9.51,
  "elements": ["C", "C", "C", "O", "C", "N", "H", "H", "H", "H", "H", "H", "H", "H", "H", "H", "H", "C", "C", "C", "O", "C", "N", "H", "H", "H", "H", "H", "H", "H", "H", "H", "H", "H", "C", "C", "C", "O", "C", "N", "H", "H", "H", "H", "H", "H", "H", "H", "H", "H", "H", "C", "C", "C", "O", "C", "N", "H", "H", "H", "H", "H", "H", "H", "H", "H", "H", "H", "C", "C", "C", "O", "C", "N", "H", "H", "H", "H", "H", "H", "H", "H", "H", "H", "H", "C", "C", "C", "O", "C", "N", "H", "H", "H", "H", "H", "H", "H", "H", "H", "H", "H", "C", "C", "C", "O", "C", "N", "H", "H", "H", "H", "H", "H", "H", "H", "H", "H", "H", "C", "C", "C", "O", "C", "N", "H", "H", "H", "H", "H", "H", "H", "H", "H", "H", "H", "C", "C", "C", "O", "C", "N", "H", "H", "H", "H", "H", "H", "H", "H", "H", "H", "H"],
  "positions_angstrom": [[12.17575, 3.27657, -6.11297], [13.38327, 2.84448, -6.94304], [14.35096, 4.07728, -7.03358], [15.65146, 3.74702, -7.57850], [16.47731, 4.88368, -7.89140], [13.93742, 1.63379, -6.36408], [11.43957, 2.47309, -6.08926], [11.61421, 4.14774, -6.45035], [12.43900, 3.32063, -5.05616], [13.07346, 2.68789, -7.97628], [14.45879, 4.61165, -6.08969], [13.90792, 4.86150, -7.64745], [17.44574, 4.62735, -8.32097], [16.65547, 5.35729, -6.92597], [15.90822, 5.63245, -8.44239], [14.94275, 1.72201, -6.32367], [13.71278, 1.04776, -7.15542], [6.46657, 3.71295, -1.31910], [7.73606, 4.03303, -0.50968], [7.65262, 5.18906, 0.43449], [7.14149, 6.35967, -0.20542], [6.90443, 7.40010, 0.67265], [7.99002, 2.75683, 0.21250], [6.71399, 2.92253, -2.02770], [6.16687, 4.64589, -1.79645], [5.58073, 3.40671, -0.76267], [8.54797, 4.27179, -1.19661], [8.64629, 5.26870, 0.87536], [6.96415, 4.84673, 1.20710], [7.77360, 8.05033, 0.77188], [6.68581, 7.05501, 1.68321], [6.20690, 8.10871, 0.22608], [7.29709, 2.61526, 0.93354], [7.79964, 1.99355, -0.42094], [10.56135, 14.23538, -11.36293], [11.42985, 14.69567, -10.15548], [12.60867, 15.56586, -10.57431], [13.21078, 16.29678, -9.54885], [14.23994, 17.10348, -9.99708], [10.50382, 15.45293, -9.34319], [9.92760, 13.43191, -10.98754], [11.16311, 13.68950, -12.08955], [9.94202, 15.02446, -11.78941], [11.72819, 13.91021, -9.46110], [12.24913, 16.16434, -11.41136], [13.31945, 14.92749, -11.09907], [14.90236, 16.44685, -10.56110], [14.80527, 17.38487, -9.10865], [13.80352, 17.97342, -10.48784], [11.25113, 16.08701, -9.09912], [10.44783, 15.07931, -8.40651], [13.72890, 12.83024, -3.76780], [12.77633, 12.38177, -2.66813], [11.78682, 11.22866, -3.11374], [10.94083, 11.81677, -4.11332], [10.08945, 10.92466, -4.85665], [13.62576, 11.92710, -1.51145], [14.38363, 13.65296, -3.48047], [13.26918, 13.08639, -4.72233], [14.55321, 12.14531, -3.96646], [12.10583, 13.22338, -2.49424], [11.20312, 10.83053, -2.28374], [12.39679, 10.43446, -3.54421], [10.54161, 9.95779, -5.07757], [9.77728, 11.34869, -5.81103], [9.12063, 10.71667, -4.40255], [13.04450, 11.90001, -0.68591], [14.40787, 12.53912, -1.32751], [16.07553, 5.15328, 1.04019], [16.81414, 5.35321, 2.41305], [18.22694, 4.68234, 2.47395], [18.07710, 3.25673, 2.41900], [19.26291, 2.49326, 2.57029], [16.92478, 6.78518, 2.65871], [15.22659, 5.83541, 0.99437], [15.73282, 4.13183, 0.87501], [16.84260, 5.28778, 0.27755], [16.25035, 4.94262, 3.25070], [18.73705, 4.97140, 3.39282], [18.82450, 5.09240, 1.65978], [19.06401, 1.43356, 2.41037], [19.63906, 2.53912, 3.59230], [20.03876, 2.84461, 1.89006], [16.05061, 7.07586, 3.07275], [16.90170, 7.23016, 1.75231], [20.87562, 11.66275, 0.27147], [21.39169, 12.78722, -0.73280], [22.17154, 12.09763, -1.86302], [22.85465, 13.10816, -2.57741], [23.99086, 12.74068, -3.29618], [20.20928, 13.41240, -1.35164], [20.43565, 11.95593, 1.22467], [21.69219, 11.04519, 0.64556], [20.14635, 11.02810, -0.23201], [22.11193, 13.40170, -0.19263], [21.49921, 11.36345, -2.30692], [22.88531, 11.41514, -1.40168], [23.77777, 11.78460, -3.77430], [24.76551, 12.58269, -2.54580], [24.15723, 13.53942, -4.01899], [19.97613, 12.98249, -2.23534], [20.60038, 14.28435, -1.67850], [7.59639, 17.24200, -1.27369], [6.55276, 17.47399, -2.39077], [6.96631, 18.78304, -3.22899], [6.00966, 19.23033, -4.12532], [6.07069, 18.65317, -5.44403], [6.57485, 16.22219, -3.17493], [8.61550, 17.06679, -1.61840], [7.40129, 16.30248, -0.75663], [7.39010, 18.12225, -0.66484], [5.54430, 17.58031, -1.99105], [7.91126, 18.61981, -3.74717], [7.37034, 19.53709, -2.55353], [5.87797, 17.58326, -5.36504], [6.86973, 18.97116, -6.11374], [5.21800, 19.20834, -5.83495], [6.87964, 16.59106, -4.06438], [7.38098, 15.70844, -2.84890], [15.01460, 23.92255, 1.32960], [13.99354, 23.85291, 0.15880], [12.91078, 22.79651, 0.24197], [13.43016, 21.45018, 0.30700], [13.46323, 20.74973, -0.97422], [13.43886, 25.16369, -0.27912], [15.77451, 24.68804, 1.17262], [15.40960, 22.92111, 1.50041], [14.36525, 24.23056, 2.14911], [14.57247, 23.58328, -0.72452], [12.10987, 22.86959, -0.49376], [12.50192, 22.97856, 1.23585], [12.80957, 21.14583, -1.75136], [13.25557, 19.68425, -0.87553], [14.46152, 20.77623, -1.41104], [14.12157, 25.89626, -0.14744], [12.70397, 25.60343, 0.25629], [14.26654, 11.33263, 8.13162], [13.92332, 12.34743, 6.96451], [15.20549, 12.90536, 6.17981], [14.86643, 14.13528, 5.49778], [15.82051, 15.06914, 5.16800], [13.14642, 11.61791, 5.88484], [14.93924, 11.83822, 8.82441], [14.89457, 10.52103, 7.76419], [13.38062, 10.87449, 8.57136], [13.33617, 13.16160, 7.38935], [15.62110, 12.23513, 5.42738], [16.00005, 13.20737, 6.86215], [16.60960, 15.13530, 5.91703], [15.33024, 16.04261, 5.17716], [16.31207, 14.80712, 4.23108], [12.82347, 12.36389, 5.28539], [12.29894, 11.17820, 6.21433]]
}